The following is a quantum chemistry calculation of a structure of composition C38H55AsBrCl2N6O2Y, from the OMol25 dataset.

```
106
Properties=species:S:1:pos:R:3:forces:R:3:mulliken_charge:R:1
Y -0.649043 1.190192 -0.120024 0.92 0.71 -0.05 -0.54
C -4.500449 2.192891 2.605919 -0.07 -0.01 0.01 -2.14
C -3.479730 1.985235 1.521841 0.11 -0.07 0.11 -0.20
N -2.141075 1.559920 1.919472 -0.45 -0.02 -0.02 1.48
C -1.452900 2.670066 2.618065 0.05 -0.17 0.01 -1.29
C -0.046717 2.269614 3.020537 0.01 -0.02 0.01 -0.95
N 0.800639 2.014481 1.843845 -0.10 -0.07 0.14 -0.04
C 1.765258 3.065925 1.512837 0.01 -0.06 0.03 0.50
C 1.089016 4.226917 0.812327 -0.05 0.05 -0.01 -1.31
N 0.392538 3.723387 -0.373381 0.10 -0.18 0.01 0.09
C 1.175364 3.817707 -1.620695 0.00 0.04 -0.01 -0.81
C 0.604903 2.870688 -2.709482 -0.02 0.05 0.01 -1.02
N -0.696279 2.490021 -2.243489 -0.03 -0.29 0.00 0.83
C -1.766388 2.391624 -2.913627 -0.28 0.00 0.07 0.32
C -1.853699 2.486656 -4.409094 0.07 0.11 -0.01 -2.37
C -2.986405 2.239450 -2.058489 0.17 0.11 0.12 1.00
C -4.208938 2.582562 -2.547281 -0.14 -0.09 0.00 -0.90
C -5.275779 2.751078 -1.593623 0.03 0.03 -0.14 -0.96
C -5.041495 2.591011 -0.281134 0.05 -0.12 0.11 -1.80
C -3.729378 2.168402 0.209320 -0.12 0.08 -0.20 0.37
N -2.721120 1.973079 -0.749576 -0.38 0.24 -0.23 1.39
H -4.177760 1.731157 3.536031 -0.01 0.02 -0.04 0.19
H -5.460628 1.735276 2.357599 0.00 0.00 -0.02 0.57
H -4.688286 3.251052 2.819674 0.01 0.00 -0.01 0.30
H -1.998502 2.984035 3.499981 -0.02 0.25 -0.36 0.70
H -1.446602 3.502717 1.905829 0.06 -0.02 -0.05 0.64
H -0.112952 1.345678 3.595678 -0.01 0.00 0.03 0.61
H 0.395802 3.027225 3.676935 -0.01 0.03 -0.03 0.25
H 1.324844 1.156878 1.968032 -0.04 -0.04 0.01 0.20
H 2.497173 2.619061 0.839154 -0.01 0.03 -0.01 -0.91
H 2.295801 3.421946 2.404962 -0.01 0.00 0.00 0.51
H 1.825712 5.000608 0.568033 0.01 -0.01 -0.02 0.54
H 0.357660 4.690131 1.476952 0.00 -0.01 0.00 0.36
H -0.484240 4.213255 -0.503086 -0.03 -0.02 -0.02 0.27
H 2.209860 3.554872 -1.397293 -0.01 -0.05 0.02 0.44
H 1.176355 4.849526 -1.988310 0.03 0.00 0.00 0.41
H 1.211149 1.968198 -2.779562 0.07 -0.07 0.01 0.38
H 0.609113 3.355965 -3.689709 -0.02 0.03 0.02 0.65
H -1.044707 1.908369 -4.856372 0.00 -0.01 0.00 0.44
H -1.748740 3.519951 -4.746974 -0.01 0.01 0.01 0.32
H -2.801674 2.104564 -4.777274 0.01 0.00 -0.01 0.56
H -4.358308 2.815267 -3.590342 -0.02 0.00 0.00 0.42
H -6.256977 3.055882 -1.936261 0.00 -0.01 -0.01 0.42
H -5.830220 2.769963 0.435988 0.01 -0.01 0.01 0.42
C 4.812292 -4.940302 0.529177 0.03 -0.02 0.01 -1.61
C 3.502768 -4.880320 -0.268555 -0.02 0.02 0.01 1.94
C 3.773240 -5.316363 -1.714426 0.00 -0.01 -0.03 -1.59
C 2.515763 -5.868901 0.351190 -0.02 -0.02 0.01 -2.14
C 2.960524 -3.452776 -0.253407 -0.04 -0.05 0.03 -0.48
C 1.750067 -3.104905 0.319742 0.05 -0.04 -0.06 -0.33
C 1.333199 -1.787471 0.274146 0.05 0.01 0.00 0.21
Br -0.254732 -1.317037 1.218592 0.17 -0.36 0.26 0.05
C 2.039098 -0.729428 -0.323928 0.04 0.19 -0.06 0.13
O 1.525138 0.485799 -0.321430 0.39 -0.14 -0.23 0.73
C 3.324960 -1.080997 -0.846125 -0.10 -0.06 0.04 -0.76
C 3.714219 -2.413176 -0.797644 0.02 -0.06 -0.09 -0.21
C 4.350035 -0.043871 -1.320241 0.02 -0.02 0.06 2.77
C 4.799554 0.759922 -0.091253 -0.03 0.07 0.01 -1.37
C 5.586782 -0.704854 -1.934494 0.16 0.05 0.01 -2.42
C 3.796840 0.918209 -2.371390 0.03 -0.13 -0.11 -1.27
H 5.208624 -5.958823 0.539060 0.00 0.00 -0.01 0.46
H 4.650738 -4.625169 1.561630 -0.01 0.00 0.00 0.35
H 5.573585 -4.289754 0.096050 0.00 0.01 0.00 0.29
H 4.153265 -6.340629 -1.738423 0.00 0.00 0.00 0.46
H 4.511731 -4.675072 -2.197544 0.00 0.01 0.01 0.29
H 2.857380 -5.276499 -2.307903 0.00 0.00 0.01 0.34
H 2.925208 -6.879350 0.296910 0.01 0.00 0.00 0.44
H 1.560535 -5.867695 -0.178590 0.00 0.00 -0.01 0.37
H 2.323903 -5.645045 1.402312 0.01 0.01 0.00 0.38
H 1.122997 -3.835802 0.812084 -0.01 0.00 0.01 0.57
H 4.683437 -2.668594 -1.207034 -0.13 -0.03 0.08 0.30
H 5.216430 0.099749 0.671622 0.01 -0.01 -0.02 0.36
H 3.953739 1.289904 0.346591 0.00 -0.03 0.00 0.04
H 5.561817 1.494257 -0.366908 0.00 0.00 -0.01 0.45
H 6.185826 -1.241307 -1.195091 -0.04 0.00 -0.01 0.42
H 6.223850 0.069264 -2.366455 0.01 0.01 0.01 0.47
H 5.316813 -1.401757 -2.730315 0.03 0.06 -0.04 0.43
H 2.940224 1.440208 -1.974326 -0.20 0.14 0.09 -0.58
H 3.497252 0.383344 -3.277363 -0.02 0.00 0.05 0.37
H 4.571699 1.641063 -2.646116 -0.07 0.00 0.01 0.58
Cl -3.221379 -2.496711 2.317197 -0.02 0.14 -0.13 -0.22
C -3.063210 -1.556461 3.791746 0.05 0.07 -0.11 0.47
C -3.392628 -2.255362 4.925301 -0.03 -0.03 0.01 -0.67
C -3.376030 -1.637975 6.167009 0.01 0.01 -0.02 -0.56
C -3.010439 -0.313171 6.191099 0.02 0.03 0.03 -0.74
C -2.647788 0.382662 5.042064 -0.02 0.00 0.02 0.92
Cl -2.198807 2.040530 5.440549 -0.04 -0.13 0.34 -0.28
C -2.631302 -0.173010 3.719170 0.12 -0.10 -0.09 -1.31
N -2.222945 0.213607 2.478600 0.06 0.07 0.08 0.26
H -3.687534 -3.290788 4.820269 0.00 0.01 0.01 0.41
H -3.644785 -2.166721 7.069454 0.00 -0.01 0.00 0.38
H -2.981601 0.227436 7.127535 0.00 -0.01 0.00 0.41
C -3.615219 -1.004568 -0.828032 -0.09 -0.05 0.06 -0.22
As -2.110726 -1.435030 -1.921735 0.29 0.31 -0.07 0.42
C -2.766148 -1.434315 -3.717353 0.02 -0.03 -0.13 -1.22
C -1.484446 -3.204808 -1.547661 0.04 -0.07 0.05 -1.11
O -0.845983 -0.329854 -1.851281 -0.54 -0.19 0.34 -0.26
H -4.204082 -1.913145 -0.699965 -0.05 0.01 0.00 0.58
H -4.193066 -0.240081 -1.346736 -0.02 0.00 0.04 0.28
H -3.315096 -0.641077 0.156552 0.04 -0.03 0.07 -0.46
H -3.547436 -2.184107 -3.834816 -0.01 0.00 -0.02 0.45
H -1.935735 -1.647283 -4.388514 -0.03 -0.01 -0.03 0.38
H -3.170130 -0.445020 -3.928869 0.00 0.00 0.00 0.23
H -1.944526 -3.904131 -2.244111 0.01 -0.04 0.02 0.58
H -1.728273 -3.474398 -0.521706 0.00 0.01 0.01 0.26
H -0.401683 -3.194521 -1.669846 0.00 -0.03 -0.01 0.25
```
Forces are in eV/Å.

E_HOMO (hartree): -0.21347
LUMO level (eV): 0.28